(i)
Computed, not measured: 2 unconnected molecules or ions with the total composition C3H4INO2, with ωB97M-V/def2-TZVPD.

Positions of all 11 atoms, in Å:
I -2.929 1.268 -0.171
O 0.172 -3.120 0.062
O -0.689 -0.826 0.694
N -0.947 1.335 -0.032
C -0.551 -2.438 -0.501
C -0.199 0.196 0.250
C 1.282 0.326 -0.003
H 1.416 -0.709 -0.325
H 1.604 0.544 1.061
H -0.558 2.210 -0.415
H 1.400 1.213 -0.622

E_LUMO in eV: -0.255

---

(ii)
Computed, not measured: 2 unconnected molecules or ions with the total composition C3H4INO2, with ωB97M-V/def2-TZVPD.

Positions of all 11 atoms, in Å:
I -4.477 -0.520 -0.281
O -1.150 -1.067 -1.026
O -2.059 1.322 -0.080
N -0.154 -0.397 -0.460
C 1.807 0.388 0.553
C -2.591 0.376 -0.528
C 1.013 -0.691 -0.113
H 1.213 1.097 0.934
H 2.405 0.218 1.403
H 1.444 -1.623 -0.327
H 2.550 0.897 -0.075

E_LUMO (alpha / beta) in eV: -1.417 / -1.250

---

Short version: (i) is the most stable of them.

---

(i)
Computed, not measured: 3 unconnected molecules or ions with the total composition C3H11NO2, with ωB97M-V/def2-TZVPD.

Positions of all 17 atoms, in Å:
O -0.997 -1.845 -1.170
O -2.932 0.211 0.434
N 0.961 -0.429 0.555
C 2.160 -0.732 0.305
C 0.964 1.955 -0.347
C 0.657 0.987 0.786
H 0.804 2.954 0.023
H -0.211 -1.343 -0.898
H -2.312 -0.527 0.404
H 2.000 1.909 -0.667
H 1.211 1.297 1.678
H 2.400 -1.790 0.387
H -3.150 0.492 -0.460
H -0.691 -2.256 -1.990
H -0.391 1.077 1.056
H 0.338 1.734 -1.209
H 2.861 0.053 0.015

E_LUMO in eV: 0.765
Structure (SMILES): C=NCC.O.O

---

(ii)
Computed, not measured: 2 unconnected molecules or ions with the total composition C3H11NO2, with ωB97M-V/def2-TZVPD.

Positions of all 17 atoms, in Å:
O -2.328 0.946 -2.131
O 0.214 0.359 -1.158
N 2.545 -0.564 0.523
C 1.110 -0.775 0.773
C 0.114 0.271 0.303
C -1.275 -0.115 0.704
H 1.014 -0.877 1.866
H -1.663 -0.964 0.156
H 2.924 -0.094 1.343
H -1.415 0.773 -1.832
H 0.887 0.991 -1.419
H 2.698 0.084 -0.247
H -2.746 0.079 -2.138
H 0.806 -1.726 0.344
H 0.419 1.268 0.617
H -1.968 0.697 0.531
H -1.336 -0.352 1.767

E_LUMO in eV: 0.677
Structure (SMILES): C[C@H](O)CN.O

---

Short version: (ii) is the most stable of them.